{
  "formula": "C15H36BeCs2O15",
  "method": "the ωB97M-V functional and the def2-TZVPD basis",
  "species": ["Be", "Cs", "Cs", "C", "O", "O", "O", "C", "O", "O", "O", "C", "O", "O", "O", "C", "C", "O", "H", "H", "H", "H", "H", "H", "C", "C", "O", "H", "H", "H", "H", "H", "H", "C", "C", "O", "H", "H", "H", "H", "H", "H", "C", "C", "O", "H", "H", "H", "H", "H", "H", "C", "C", "O", "H", "H", "H", "H", "H", "H", "C", "C", "O", "H", "H", "H", "H", "H", "H"],
  "xyz": [[-1.20840, 2.03042, 4.56226], [0.31848, 4.58523, 1.48980], [0.30716, -0.05238, 1.18995], [-0.59946, -1.60614, 4.31867], [0.40815, -1.88039, 3.63842], [-1.23889, -2.44890, 4.96084], [-0.87768, -0.47991, 4.74549], [-2.81185, 1.73219, 2.01529], [-2.74573, 1.18175, 0.91832], [-2.10398, 2.75593, 2.28416], [-3.40579, 1.31040, 3.02853], [1.77938, 2.31133, 4.19128], [0.98920, 2.39798, 3.23384], [3.00188, 2.08055, 3.96007], [1.21181, 2.34453, 5.33046], [1.87005, 3.24978, -2.77445], [3.32065, 3.71493, -2.97504], [3.66073, 4.43250, -1.79909], [1.67934, 2.75147, -3.72493], [1.20440, 4.11265, -2.79625], [1.54646, 2.54201, -2.01127], [3.19926, 4.46954, -3.75217], [3.89267, 2.80583, -3.16060], [3.90317, 3.81031, -1.10938], [1.00408, -3.49554, -2.25667], [1.65938, -2.16333, -2.15366], [0.78705, -1.13274, -1.92844], [0.80374, -3.85284, -1.24658], [1.62977, -4.13855, -2.87567], [0.07022, -3.46006, -2.81769], [2.21384, -1.78827, -3.01389], [2.42470, -2.21710, -1.37939], [0.29480, -0.93851, -2.72942], [4.42728, -0.13235, -0.69924], [4.32775, 1.03157, 0.33674], [3.17585, 0.85223, 1.14518], [3.57606, -0.09029, -1.37877], [4.40598, -1.02860, -0.07926], [5.38165, -0.09471, -1.22446], [4.27717, 1.98145, -0.19550], [5.16463, 1.17660, 1.01989], [3.19044, 1.32037, 1.98318], [-6.48136, -0.89505, -1.03225], [-5.05111, -0.73079, -0.66712], [-4.80262, -0.78214, 0.67942], [-6.95560, -1.67339, -0.43444], [-6.70368, -1.10259, -2.07896], [-6.95016, 0.05971, -0.79401], [-4.65742, 0.23118, -0.99531], [-4.51683, -1.48968, -1.23874], [-4.24219, -0.00661, 0.75733], [0.50035, -6.05508, 1.74803], [0.99797, -4.58162, 1.74942], [-0.12885, -3.76109, 1.60354], [-0.39403, -6.27932, 2.32933], [1.26715, -6.59584, 2.30274], [0.39397, -6.51219, 0.76424], [1.66391, -4.43643, 0.89880], [1.47764, -4.22680, 2.66162], [-0.19532, -3.18228, 2.36654], [-3.17369, 2.86124, -2.14002], [-1.79571, 2.09483, -2.01388], [-1.12252, 2.46899, -0.92814], [-2.91915, 3.90027, -2.34910], [-3.85278, 2.80060, -1.28957], [-3.68872, 2.39323, -2.97896], [-1.22346, 2.42769, -2.87981], [-1.87702, 1.00883, -2.05961], [-1.68403, 2.08315, -0.25180]],
  "lowdin_charge": [1.028, 0.967, 1.070, -1.095, -0.181, -0.045, -0.058, -1.073, -0.108, -0.247, -0.076, -1.050, -0.380, -0.101, -0.118, -0.094, -0.296, -0.089, 0.066, 0.075, 0.076, 0.111, 0.111, 0.056, -0.062, -0.379, -0.120, 0.072, 0.074, 0.078, 0.110, 0.107, 0.092, -0.057, -0.291, -0.197, 0.057, 0.076, 0.065, 0.072, 0.117, 0.037, -0.106, -0.399, -0.032, 0.073, 0.061, 0.068, 0.102, 0.102, 0.033, -0.086, -0.312, -0.118, 0.069, 0.049, 0.052, 0.082, 0.114, 0.019, -0.057, -0.373, -0.140, 0.060, 0.067, 0.058, 0.095, 0.112, 0.007],
  "e_lumo_ha": 0.1043,
  "total_charge": -2
}


{
  "formula": "C15H36BrClN3O4",
  "method": "the ωB97M-V functional and the def2-TZVPD basis",
  "species": ["C", "C", "C", "Br", "N", "Cl", "H", "H", "H", "H", "H", "H", "C", "O", "C", "C", "N", "C", "C", "O", "C", "H", "H", "H", "H", "H", "H", "H", "H", "H", "H", "H", "H", "H", "H", "H", "C", "O", "C", "C", "N", "C", "C", "O", "C", "H", "H", "H", "H", "H", "H", "H", "H", "H", "H", "H", "H", "H", "H", "H"],
  "xyz": [[0.02030, -2.08682, -4.13577], [-1.25961, -2.65688, -4.72870], [-2.50266, -2.23254, -3.94413], [-3.77958, -1.04152, -5.34613], [-3.05752, -3.33181, -3.44635], [-4.49577, -2.90242, -2.49229], [0.88633, -2.36907, -4.74039], [-0.01629, -0.99899, -4.10005], [0.18472, -2.45368, -3.11898], [-1.24453, -3.74469, -4.78168], [-1.34624, -2.27857, -5.74666], [-2.26639, -1.45952, -3.20316], [-0.89798, 1.91301, -4.14092], [-0.48790, 1.15581, -3.02160], [0.50187, 1.73320, -2.19635], [-0.08816, 1.97540, -0.82718], [-1.09509, 3.02328, -0.86923], [-1.86853, 3.14197, 0.36063], [-2.75146, 1.96280, 0.75794], [-3.83083, 1.72596, -0.11864], [-3.56455, 0.86354, -1.21979], [-1.63251, 1.29828, -4.65311], [-1.37087, 2.85977, -3.85208], [-0.05421, 2.13069, -4.80586], [0.89444, 2.65895, -2.63206], [1.33076, 1.02176, -2.10390], [0.70230, 2.26927, -0.12860], [-0.50068, 1.01887, -0.47891], [-1.73016, 2.82407, -1.63365], [-2.51409, 4.01904, 0.26185], [-1.17680, 3.34256, 1.18729], [-3.19502, 2.20435, 1.72903], [-2.16361, 1.04711, 0.89694], [-2.81713, 0.10794, -0.96083], [-3.21790, 1.40511, -2.10398], [-4.49160, 0.35716, -1.47935], [4.15938, -0.02850, 5.50884], [4.32702, -0.48384, 4.18600], [4.09157, -1.87516, 4.00364], [2.87796, -2.11109, 3.13610], [1.66214, -1.72037, 3.83081], [0.45723, -1.73882, 3.00821], [0.37291, -0.75157, 1.85443], [0.30214, 0.60335, 2.26140], [1.53747, 1.25544, 2.45332], [4.45109, 1.02023, 5.52490], [3.12162, -0.11255, 5.85149], [4.79716, -0.58170, 6.20751], [3.96843, -2.37070, 4.97202], [4.97099, -2.29998, 3.51133], [2.81901, -3.17618, 2.89145], [3.03117, -1.56221, 2.19517], [1.78943, -0.78684, 4.20230], [-0.39422, -1.54985, 3.66606], [0.32885, -2.74857, 2.60537], [-0.55799, -0.95384, 1.31804], [1.18722, -0.88357, 1.13075], [2.31108, 0.85432, 1.79056], [1.89479, 1.18772, 3.48667], [1.39052, 2.31090, 2.22031]],
  "nbo_charge": [-0.608, -0.442, 0.051, -0.520, -0.582, -0.076, 0.189, 0.216, 0.192, 0.213, 0.214, 0.157, -0.257, -0.557, -0.063, -0.237, -0.633, -0.241, -0.078, -0.555, -0.251, 0.232, 0.157, 0.159, 0.170, 0.174, 0.179, 0.176, 0.361, 0.194, 0.181, 0.177, 0.165, 0.170, 0.164, 0.209, -0.245, -0.556, -0.068, -0.242, -0.627, -0.247, -0.086, -0.553, -0.245, 0.191, 0.164, 0.165, 0.173, 0.181, 0.194, 0.170, 0.351, 0.203, 0.195, 0.202, 0.165, 0.171, 0.158, 0.187],
  "e_lumo_ha": 0.0804,
  "total_charge": -1
}


{
  "formula": "C15H36BrN3O2",
  "method": "the ωB97M-V functional and the def2-TZVPD basis",
  "species": ["C", "C", "N", "Br", "C", "O", "O", "H", "H", "H", "H", "H", "H", "C", "C", "N", "C", "C", "C", "C", "H", "H", "H", "H", "H", "H", "H", "H", "H", "H", "H", "H", "H", "H", "H", "C", "C", "N", "C", "C", "C", "C", "H", "H", "H", "H", "H", "H", "H", "H", "H", "H", "H", "H", "H", "H", "H"],
  "xyz": [[3.83354, 0.54175, 1.70845], [3.10460, 1.87751, 1.78491], [1.64610, 1.78610, 2.08050], [0.58795, 2.70067, 0.82593], [1.17319, 0.46327, 2.32778], [1.38510, -0.06945, 3.38129], [0.59974, -0.21323, 1.29839], [3.39088, -0.13629, 0.97872], [4.85921, 0.74489, 1.38944], [3.88913, 0.06104, 2.68569], [3.24062, 2.41345, 0.84515], [3.55960, 2.48602, 2.57073], [-0.08797, 0.30855, 0.86294], [-0.67088, -3.27236, 5.03907], [-0.71580, -4.53740, 4.19424], [-1.09653, -4.28375, 2.81680], [-1.43272, -5.48506, 2.07571], [-0.32847, -6.52185, 1.83487], [-0.27938, -3.30431, 2.11864], [1.22806, -3.56869, 2.01665], [-1.61666, -2.73282, 4.97374], [-0.49690, -3.53351, 6.08395], [0.12934, -2.59801, 4.73216], [-1.46426, -5.21365, 4.61695], [0.25287, -5.05588, 4.28137], [-1.85021, -5.17926, 1.11222], [-2.25187, -5.97495, 2.61209], [0.39104, -6.18896, 1.08792], [-0.77093, -7.45028, 1.46768], [0.21404, -6.75893, 2.75061], [-0.41762, -2.33929, 2.60762], [-0.69141, -3.17553, 1.11409], [1.64949, -3.89100, 2.96984], [1.73702, -2.64672, 1.73120], [1.46874, -4.32160, 1.26660], [-1.17619, 3.30741, -6.34084], [-1.78506, 3.27247, -4.94733], [-0.79272, 3.13220, -3.89690], [-1.35994, 2.79674, -2.60495], [-2.28085, 3.81846, -1.92553], [0.26250, 4.13093, -3.88999], [-0.14352, 5.60721, -3.78802], [-0.53400, 2.44104, -6.50331], [-1.96901, 3.29169, -7.08947], [-0.58697, 4.20929, -6.51011], [-2.44853, 2.40611, -4.88045], [-2.42333, 4.16102, -4.81665], [-0.53562, 2.55737, -1.92737], [-1.91759, 1.86259, -2.72775], [-1.72884, 4.67024, -1.52865], [-2.79544, 3.34679, -1.08538], [-3.04581, 4.19438, -2.60517], [0.85369, 4.00118, -4.79961], [0.94289, 3.88502, -3.07039], [-0.96338, 5.85094, -4.46505], [0.70280, 6.24000, -4.06192], [-0.44377, 5.88645, -2.77913]],
  "nbo_charge": [-0.641, -0.220, -0.532, 0.165, 0.881, -0.536, -0.706, 0.218, 0.227, 0.231, 0.208, 0.206, 0.503, -0.620, -0.212, -0.453, -0.203, -0.635, -0.218, -0.637, 0.209, 0.209, 0.214, 0.192, 0.156, 0.189, 0.186, 0.200, 0.209, 0.204, 0.203, 0.190, 0.203, 0.215, 0.197, -0.616, -0.213, -0.452, -0.205, -0.639, -0.215, -0.638, 0.212, 0.213, 0.202, 0.195, 0.158, 0.185, 0.189, 0.199, 0.211, 0.208, 0.193, 0.194, 0.204, 0.212, 0.202],
  "e_lumo_ha": 0.0018,
  "smiles": "CCN(Br)C(=O)O.CCN(CC)CC.CCN(CC)CC",
  "total_charge": 0
}


{
  "formula": "C15H36KN7O3",
  "method": "the ωB97M-V functional and the def2-TZVPD basis",
  "species": ["K", "C", "C", "N", "C", "C", "N", "C", "C", "C", "N", "C", "C", "N", "C", "H", "H", "H", "H", "H", "H", "H", "H", "H", "H", "H", "H", "H", "H", "H", "H", "H", "H", "H", "H", "H", "H", "H", "H", "N", "N", "C", "O", "O", "H", "H", "H", "C", "C", "O", "H", "H", "H", "H", "H", "H", "C", "C", "N", "H", "H", "H"],
  "xyz": [[-0.58777, 0.21241, 0.22494], [3.12116, 0.20175, -1.73375], [3.08370, -0.64485, -0.46085], [1.71947, -0.96274, -0.08745], [1.55758, -1.72679, 1.12789], [1.79738, -0.93205, 2.41472], [0.89069, 0.19281, 2.64029], [1.42109, 1.46271, 2.16440], [0.60048, 2.68712, 2.56476], [-0.76033, 2.90175, 1.88432], [-0.74837, 2.78126, 0.44632], [-0.04938, 3.76979, -0.34004], [1.40555, 3.39277, -0.63927], [1.52575, 2.02364, -1.10311], [2.88392, 1.69147, -1.49677], [2.38591, -0.18823, -2.44379], [4.10701, 0.10289, -2.19326], [3.55990, -0.09107, 0.35328], [3.68101, -1.55834, -0.62356], [1.25198, -1.41903, -0.86907], [2.23831, -2.59748, 1.16966], [0.53749, -2.11900, 1.14468], [2.84560, -0.59593, 2.43698], [1.67711, -1.63708, 3.24091], [0.72338, 0.26529, 3.63659], [1.49075, 1.41055, 1.07868], [2.44740, 1.62377, 2.54043], [1.22360, 3.56213, 2.36443], [0.43090, 2.67665, 3.64745], [-1.11265, 3.89464, 2.21539], [-1.47999, 2.17013, 2.26044], [-1.66867, 2.57660, 0.06593], [-0.04327, 4.76518, 0.13267], [-0.57205, 3.87133, -1.29416], [2.01191, 3.48900, 0.26645], [1.80290, 4.12617, -1.36243], [0.87274, 1.83399, -1.85728], [3.54588, 2.02550, -0.69047], [3.19288, 2.24159, -2.40217], [-3.97102, -1.78597, -2.04086], [-3.95320, -0.66616, -1.19643], [-2.89475, 0.26003, -1.26591], [-3.10253, 1.34093, -0.67262], [-1.83272, -0.09404, -1.83133], [-4.56701, -1.62789, -2.84683], [-4.32285, -2.58354, -1.52764], [-4.83564, -0.23369, -0.96637], [-1.21651, -3.11208, -4.09375], [-0.41712, -3.10632, -2.79954], [0.08340, -1.81836, -2.49085], [-1.57563, -4.11745, -4.31902], [-0.58954, -2.76722, -4.91676], [-2.07045, -2.44326, -3.98689], [0.44620, -3.77055, -2.88820], [-1.04791, -3.47473, -1.98020], [-0.69540, -1.23346, -2.35070], [-2.91750, -2.98693, 3.98598], [-2.39493, -2.16055, 2.91647], [-1.98491, -1.50839, 2.06810], [-2.90967, -4.03340, 3.68636], [-3.93875, -2.68832, 4.21594], [-2.30252, -2.86893, 4.87685]],
  "nbo_charge": [0.877, -0.413, -0.209, -0.684, -0.227, -0.225, -0.648, -0.252, -0.417, -0.213, -0.696, -0.223, -0.217, -0.644, -0.203, 0.221, 0.207, 0.180, 0.164, 0.410, 0.165, 0.202, 0.168, 0.196, 0.356, 0.234, 0.162, 0.204, 0.199, 0.166, 0.200, 0.431, 0.171, 0.204, 0.176, 0.166, 0.371, 0.179, 0.165, -0.648, -0.523, 0.863, -0.794, -0.844, 0.336, 0.343, 0.361, -0.637, -0.052, -0.788, 0.199, 0.203, 0.225, 0.161, 0.153, 0.520, -0.721, 0.316, -0.346, 0.258, 0.259, 0.255],
  "relative_energy_ev": 0.945,
  "e_lumo_ha": 0.0019,
  "total_charge": 0
}


Respective HOMO level values: -0.112 -3.640 -7.827 -8.122 eV.
Respective frontier orbital gap values: 2.95 5.83 7.88 8.17 eV.